1.
Entry from the OMol25 dataset: a 13-piece molecular cluster, C3H34N2O12S overall (wB97M-V/def2-TZVPD).

Energy above the lowest of the compared OMol25 structures with the same formula, charge and spin (kcal/mol): 110.9
E_HOMO (Ha): -0.346
Multiplicity: 1
Gap between HOMO and LUMO (eV): 9.5096
E_LUMO (eV): 0.101
Total charge: 0

Geometry (Å):
N (0.36818, -1.58684, -0.02211)
C (1.64280, -0.96599, -0.44241)
C (2.00736, -1.54662, -1.82989)
S (2.41378, -3.35787, -1.99062)
C (1.59017, 0.56139, -0.36735)
N (2.74264, 1.16775, 0.23140)
H (0.11136, -1.38955, 0.95225)
H (3.44163, -3.26851, -1.17268)
H (0.51830, -2.64080, 0.15323)
H (2.41512, -1.31378, 0.41576)
H (2.79884, -0.92612, -2.23090)
H (1.16347, -1.36522, -2.67352)
H (1.13566, 0.70273, -1.32324)
H (0.74158, 1.05037, 0.30142)
H (3.50720, 0.96888, -0.27674)
H (2.56487, 2.20100, 0.18199)
H (-1.30406, -3.00082, 1.37407)
H (-2.03008, -1.68052, 1.93914)
O (-2.11592, -2.47303, 1.51878)
H (-3.24198, 1.60515, 0.29980)
H (-2.07478, 1.20257, -0.50501)
O (-2.37369, 2.07349, 0.03473)
H (0.58091, 3.14258, -0.78411)
H (1.80106, 3.78232, -1.04032)
O (1.31812, 3.51763, -0.27174)
H (0.35496, -0.63954, -4.62713)
H (1.45397, 0.39675, -3.91537)
O (1.24843, -0.19408, -4.83094)
H (-1.42487, -0.28587, -2.51639)
H (-0.59266, -0.24191, -1.28212)
O (-1.25477, 0.33366, -1.84820)
H (2.09129, 1.05496, 4.08953)
H (2.25213, 0.53127, 2.51660)
O (1.81197, 0.38409, 3.37690)
H (4.02055, -0.82690, 1.99012)
H (2.75020, -1.82937, 2.60717)
O (3.27691, -1.43308, 1.89499)
H (-1.70370, 2.16683, 2.16492)
H (-0.42240, 1.33926, 2.21361)
O (-1.02877, 1.84901, 2.83146)
H (-1.15274, 2.19486, -1.70759)
H (-1.56876, 3.72599, -2.00951)
O (-1.00926, 2.93211, -2.25506)
H (-1.74923, -0.78838, 4.07216)
H (-1.17309, 0.21899, 3.24153)
O (-1.50149, -0.63265, 3.13923)
H (-3.35470, -1.84202, 0.28194)
H (-3.47433, -2.90486, -0.80891)
O (-3.84067, -2.04884, -0.46923)
H (-4.30065, 0.20544, -0.88387)
H (-4.81343, -0.52506, 0.27122)
O (-4.61746, 0.39914, -0.00898)

Cartesian forces (eV/Å) of the 3 atoms listed first:
-0.6475 -1.9694 0.8611
1.5489 -2.6002 3.3217
-1.7199 0.8188 -1.6164

natural (NBO) atomic charge list, values in e, 4 entries:
1. N -0.88
2. C -0.17
3. C -0.52
4. S -0.03

=====

2.
Entry from the OMol25 dataset: a 15-piece molecular cluster, C3H34NO14 overall (wB97M-V/def2-TZVPD).

Energy above the lowest of the compared OMol25 structures with the same formula, charge and spin (kcal/mol): 23.4
E_HOMO (alpha / beta) (Ha): -0.575 / -0.575
Multiplicity: 2
Gap between HOMO and LUMO (alpha / beta) (eV): 6.3059 / 3.6199
E_LUMO (alpha / beta) (eV): -9.336 / -12.022
Total charge: +2

Geometry (Å):
C (1.77904, 1.22105, -2.54147)
C (1.32522, 1.82532, -3.71502)
C (1.81309, 0.88736, -0.30024)
N (1.39404, 1.59870, -1.28313)
H (2.72043, 0.68707, -2.55469)
H (0.43507, 2.45701, -3.68817)
H (1.60869, 1.42785, -4.72560)
H (1.51229, 0.84184, 0.72023)
H (2.63554, 0.22159, -0.54754)
H (0.68021, 2.35689, -1.19270)
H (2.27433, 0.40186, 2.63670)
H (3.61582, 0.97373, 2.54831)
O (3.12876, 0.28076, 2.09104)
H (-1.15011, -4.17466, 1.19205)
H (-0.69440, -5.41934, 0.89102)
O (-1.01453, -4.66982, 0.41656)
H (2.35434, -2.08846, 1.83779)
H (0.85789, -2.38154, 2.01531)
O (1.49437, -1.83726, 1.49444)
H (1.30517, -3.42380, -2.95740)
H (1.97163, -2.57801, -4.24609)
O (1.31595, -3.22050, -3.92972)
H (-2.03811, 2.84953, 1.95571)
H (-1.62624, 4.38518, 1.79308)
O (-1.46208, 3.50337, 1.47987)
H (0.70435, 2.52282, 1.64559)
H (0.87903, 3.06793, 3.03775)
O (1.12502, 2.33515, 2.44183)
H (-2.26289, -3.43791, 2.93794)
H (-1.81412, -2.07441, 2.41410)
O (-1.47026, -2.91166, 2.67030)
H (-0.44875, -0.06840, -1.05278)
H (-0.78013, -1.38027, -0.40893)
O (-1.07924, -0.49047, -0.45327)
H (0.90020, -1.72672, -1.95034)
H (0.02493, -1.09862, -3.18562)
O (0.58326, -0.89567, -2.43702)
H (-0.80164, 3.51497, 0.08701)
H (-0.51542, 4.04524, -1.32541)
O (-0.09294, 3.80128, -0.48004)
H (-3.65218, -0.87603, 1.45388)
H (-2.21571, -0.11347, 1.00302)
O (-2.94063, -0.27089, 1.68167)
H (-2.81942, 2.32005, -2.55186)
H (-2.39958, 2.90240, -3.98780)
O (-2.06765, 2.76772, -3.01895)
H (0.44341, -3.82510, -0.48313)
H (1.03681, -2.37023, -0.18230)
O (0.62721, -2.97012, -0.85633)
H (-2.42108, -0.23928, 4.05507)
H (-2.22733, 0.64142, 5.20511)
O (-2.55165, 0.70455, 4.35017)

Cartesian forces (eV/Å) of the 3 atoms listed first:
1.7940 0.2093 -0.6623
-1.4215 -1.0433 -1.0097
1.4234 -0.9712 -0.0378

natural (NBO) atomic charge list, values in e, 4 entries:
1. C 0.21
2. C -0.06
3. C 0.26
4. N -0.52

=====

3.
Entry from the OMol25 dataset: a 14-piece molecular cluster, C3H35N2O14 overall (wB97M-V/def2-TZVPD).

E_HOMO (Ha): -0.219
Multiplicity: 1
Gap between HOMO and LUMO (eV): 8.3845
E_LUMO (eV): 2.417
Total charge: -1

Geometry (Å):
C (-0.26814, -0.78965, 0.72817)
N (0.38601, -0.06608, -0.45507)
C (1.79688, 0.13532, -0.44818)
O (2.12112, 1.23285, 0.22586)
C (-1.67548, -1.27810, 0.49851)
N (-2.47765, -0.26926, -0.18121)
H (0.24224, -1.73626, 0.97416)
H (-0.21791, -0.07939, 1.56652)
H (-0.11181, 0.84258, -0.51300)
H (2.24633, -0.89421, -0.12350)
H (2.15232, 0.35221, -1.53448)
H (-1.64837, -2.24062, -0.14303)
H (-2.26329, -1.52705, 1.39977)
H (-2.62404, 0.44860, 0.42728)
H (-2.12918, 0.13363, -1.03997)
H (-1.27596, -0.94065, 4.35400)
H (0.20140, -0.95677, 4.34423)
O (-0.59254, -1.56830, 4.46238)
H (-0.05579, 1.37945, -3.80857)
H (0.70039, 2.59686, -3.18503)
O (-0.13884, 2.10812, -3.17490)
H (-2.86167, 1.58029, -2.15339)
H (-1.55892, 2.26058, -2.21378)
O (-2.36437, 2.21270, -1.65424)
H (3.94436, 1.72520, 2.42847)
H (2.92573, 0.85253, 1.62817)
O (3.71020, 0.83667, 2.33495)
H (1.89095, -0.56627, -4.06661)
H (0.42560, -0.60614, -3.77915)
O (1.09712, -0.07658, -4.22438)
H (0.07651, -3.76845, 2.56378)
H (-0.46410, -2.61247, 3.09493)
O (-0.66772, -3.31568, 2.54029)
H (0.44028, -3.00432, -2.84470)
H (-0.74278, -3.58988, -3.46152)
O (-0.12126, -2.85041, -3.59199)
H (-0.99735, -1.38036, -3.07060)
H (-0.97824, -0.24059, -2.22784)
O (-1.31548, -0.48088, -3.06963)
H (1.28180, 2.37266, -0.04463)
H (-0.08777, 2.50247, -0.66410)
O (0.45272, 3.10883, -0.11357)
H (-1.53001, 3.03907, 1.44646)
H (-2.63511, 2.81026, 0.40735)
O (-2.39777, 2.67128, 1.27654)
H (1.24414, -2.20840, -1.21149)
H (0.57122, -3.44871, -0.58420)
O (1.24365, -3.14734, -1.26892)
H (1.83916, 0.48247, 4.26825)
H (0.66996, 1.30824, 3.73954)
O (0.95337, 0.64916, 4.56362)
H (-0.02657, 2.65102, 1.93918)
H (1.17427, 1.56919, 1.44524)
O (0.44041, 1.78066, 2.19400)

Cartesian forces (eV/Å) of the 3 atoms listed first:
1.4677 0.1374 0.3514
-3.2907 -1.6427 -0.0196
0.6436 -1.1658 -2.1811

natural (NBO) atomic charge list, values in e, 4 entries:
1. C -0.28
2. N -0.74
3. C 0.13
4. O -0.89

=====

4.
Entry from the OMol25 dataset: a 16-piece molecular cluster, C3H36O16S2 overall (wB97M-V/def2-TZVPD).

E_HOMO (alpha / beta) (Ha): -0.476 / -0.476
Multiplicity: 2
Gap between HOMO and LUMO (alpha / beta) (eV): 8.4424 / 4.7944
E_LUMO (alpha / beta) (eV): -4.506 / -8.154
Total charge: +1

Geometry (Å):
C (-0.73849, 0.78804, 0.57960)
C (-0.59867, 0.77419, -0.94879)
O (0.41426, 0.54447, -1.55751)
C (-2.04156, 1.34794, 1.06730)
S (-2.86336, 0.99816, 2.68896)
S (-1.65691, 2.08892, 3.90535)
H (-0.58752, -0.35540, 0.64761)
H (0.11710, 1.35917, 0.94845)
H (-1.55454, 0.98964, -1.50266)
H (-2.06811, 2.41560, 0.94485)
H (-2.90785, 1.07169, 0.47346)
H (-0.49107, 1.65507, 3.47082)
H (2.58859, -1.64825, -3.39722)
H (1.83646, -1.82585, -2.25101)
O (1.73459, -2.06463, -3.19137)
H (-0.52176, -3.37760, -0.35422)
H (0.76320, -3.44399, 0.52090)
O (-0.00405, -2.88712, 0.33198)
H (0.66660, -0.92365, 4.45493)
H (0.73686, -1.89721, 3.15876)
O (1.18972, -1.50544, 3.90751)
H (1.65865, -1.06485, 0.63031)
H (3.16511, -0.90239, 0.84522)
O (2.31952, -0.90130, 1.30248)
H (-2.83984, -1.88775, -1.86840)
H (-1.85548, -1.50252, -0.87016)
O (-2.39321, -2.27003, -1.09067)
H (3.70905, 0.00790, -1.54032)
H (2.05063, 0.07831, -1.17397)
O (2.95063, -0.28586, -1.03729)
H (2.97238, 3.35998, 0.48024)
H (2.41630, 3.89750, 1.83044)
O (3.04105, 4.07553, 1.11713)
H (1.34523, 1.70994, 3.59853)
H (2.57706, 2.15641, 2.82502)
O (1.64046, 2.36260, 2.96306)
H (-0.73679, -1.59297, -4.16960)
H (-0.35848, -0.61333, -3.04437)
O (-1.07515, -1.18557, -3.36232)
H (-3.73492, 0.38137, -2.57722)
H (-2.55110, -0.04160, -3.56575)
O (-3.49905, -0.13646, -3.35120)
H (2.70323, -0.64809, 3.82684)
H (3.82950, -0.37929, 2.80468)
O (3.47834, -0.07836, 3.64616)
H (-0.92122, -3.03068, -2.44337)
H (-1.55679, -4.30651, -1.92505)
O (-0.69540, -3.90695, -2.09628)
H (-2.43506, 3.38132, -1.78455)
H (-2.73877, 2.42669, -2.96219)
O (-2.93447, 2.59387, -2.03126)
H (0.52774, 4.55780, -1.82943)
H (0.92889, 3.22103, -1.40535)
O (0.20820, 3.84735, -1.24966)
H (-1.04109, -2.75243, 1.51608)
H (-2.48596, -2.54284, 2.20706)
O (-1.68268, -2.13155, 1.88749)

Cartesian forces (eV/Å) of the 3 atoms listed first:
1.3445 -1.8220 -1.0223
-1.9397 1.1492 0.0621
0.2732 -0.1088 0.2571

natural (NBO) atomic charge list, values in e, 4 entries:
1. C -0.60
2. C 0.49
3. O -0.60
4. C -0.53

=====

- total charge of number 4 (C3H36O16S2)?
  +1